(A)
The molecule C3H3NO, computed with ωB97M-V/def2-TZVPD.

For the orbital gap, the calculation gives 10.67 eV. The HOMO energy is -9.6 eV.

Geometry as ORCA input:
```
! wB97M-V def2-TZVPD RIJCOSX def2/J DEFGRID3
* xyz 0 1
C -0.7556 -0.6397 0.1646
C -0.7317 0.7007 0.0792
O 0.5496 1.0920 -0.1811
C 1.2452 -0.1022 -0.2509
N 0.5184 -1.1471 -0.0580
H -1.5927 -1.2315 0.4990
H -1.5533 1.3957 0.1907
H 2.3201 -0.0679 -0.4434
*
```

(B)
The molecule C3H3NO, computed with ωB97M-V/def2-TZVPD.

For the orbital gap, the calculation gives 9.90 eV. The HOMO energy is -9.4 eV.

Geometry as ORCA input:
```
! wB97M-V def2-TZVPD RIJCOSX def2/J DEFGRID3
* xyz 0 1
O -2.4111 -0.3124 -0.1962
C -1.5124 0.1901 0.4454
C 0.1370 -0.0989 -0.1624
C 1.7365 -0.3127 -0.1217
N 1.2845 0.8196 0.1410
H -1.4714 0.9506 1.1029
H -0.1926 -0.1661 -1.2877
H 2.4296 -1.0702 0.0786
*
```

(C)
The molecule C3H3NO, computed with ωB97M-V/def2-TZVPD.

For the orbital gap, the calculation gives 10.78 eV. The HOMO energy is -11.3 eV.

Geometry as ORCA input:
```
! wB97M-V def2-TZVPD RIJCOSX def2/J DEFGRID3
* xyz 0 1
C -1.1479 1.1423 0.0317
C -0.5120 -0.2259 -0.1301
O -0.9654 -1.3072 0.0634
C 1.0262 -0.0156 -0.0979
N 2.1761 0.1155 0.0775
H -2.0943 1.0823 -0.6443
H -1.4012 1.3866 1.2241
H -0.2118 1.7758 -0.4522
*
```

(D)
The molecule C3H3NO, computed with ωB97M-V/def2-TZVPD.

For the orbital gap, the calculation gives 9.68 eV. The HOMO energy is -9.7 eV.

Geometry as ORCA input:
```
! wB97M-V def2-TZVPD RIJCOSX def2/J DEFGRID3
* xyz 0 1
C -2.1860 -0.4511 -0.0588
C -1.0469 0.1780 0.2960
C 0.2711 0.8943 -0.0519
N 1.4913 0.4752 0.0092
O 1.6287 -0.9708 0.0256
H -2.9769 -1.0894 -0.2258
H 0.2642 1.9208 -0.1027
H 2.5546 -0.9571 0.1085
*
```

Short version: (A) is the most stable of them.

(A)
The molecule C3H3NO, computed with ωB97M-V/def2-TZVPD.

For the orbital gap, the calculation gives 10.40 eV. The HOMO energy is -9.4 eV.

Geometry as ORCA input:
```
! wB97M-V def2-TZVPD RIJCOSX def2/J DEFGRID3
* xyz 0 1
C 0.7158 0.6780 0.0150
C 0.7070 -0.7206 -0.0221
O -0.5953 -1.0706 -0.0105
C -1.2552 0.0420 -0.0042
N -0.5638 1.1569 -0.0205
H 1.6946 1.1759 -0.0944
H 1.5467 -1.2991 -0.1071
H -2.2497 0.0377 0.2438
*
```

(B)
The molecule C3H3NO, computed with ωB97M-V/def2-TZVPD.

For the orbital gap, the calculation gives 11.24 eV. The HOMO energy is -10.3 eV.

Geometry as ORCA input:
```
! wB97M-V def2-TZVPD RIJCOSX def2/J DEFGRID3
* xyz 0 1
C 2.0534 0.3781 0.1642
C 0.9262 -0.0346 0.0669
C -0.4090 -0.6361 -0.0375
N -1.4277 0.2614 -0.1173
O -0.5667 -1.8403 -0.0466
H 3.0640 0.7133 0.2526
H -1.2711 1.2550 -0.1052
H -2.3690 -0.0968 -0.1770
*
```

Short version: (A) is the most stable of them.

(A)
A cluster of 3 separate species, C4H12O3 in total, computed with ωB97M-V/def2-TZVPD.

For the orbital gap, the calculation gives 10.28 eV. The HOMO energy is -9.5 eV.

Geometry as ORCA input:
```
! wB97M-V def2-TZVPD RIJCOSX def2/J DEFGRID3
* xyz 0 1
C 3.1253 -0.2522 -0.8846
C 2.2142 -1.0152 0.0824
C 0.7771 -1.0384 -0.4007
C -0.1511 -1.7399 0.5873
O -1.1188 -1.2305 1.0480
H 4.1286 -0.1752 -0.4642
H 3.2119 -0.9072 -1.7626
H 2.8232 0.7102 -1.2763
H 2.6335 -1.9983 0.2919
H 2.2102 -0.5307 1.0679
H 0.3143 -0.0632 -0.5364
H 0.6947 -1.5817 -1.3486
H 0.2028 -2.7342 0.9208
O 0.2314 5.0858 1.2880
H 1.0818 4.7679 1.4858
H -0.0477 5.0513 0.3828
O -4.3770 -0.9595 -1.2911
H -4.4758 -1.1667 -2.2199
H -5.2174 -0.5933 -0.9916
*
```

(B)
A cluster of 2 separate species, C4H12O3 in total, computed with ωB97M-V/def2-TZVPD.

For the orbital gap, the calculation gives 10.08 eV. The HOMO energy is -9.4 eV.

Geometry as ORCA input:
```
! wB97M-V def2-TZVPD RIJCOSX def2/J DEFGRID3
* xyz 0 1
C 1.2592 -1.1471 1.8160
C 1.0527 0.0691 0.9419
O 2.1602 0.3572 0.0522
C 0.0345 -0.0001 -0.2592
C -0.1581 1.3644 -1.0388
O -0.9856 2.4070 -0.3218
H 2.4393 -1.3895 2.0686
H 0.7685 -1.1777 2.7988
H 1.0317 -1.8759 1.0197
H 0.8116 0.9769 1.6308
H 2.7851 -0.4384 0.0260
H -0.8990 -0.3712 0.3238
H 0.2872 -0.9781 -0.9450
H -0.5288 1.2284 -2.0911
H 0.8310 1.9251 -1.0897
H -1.5722 1.8906 0.1938
O -2.8900 -0.8614 -1.3898
H -3.5719 -0.2778 -1.8101
H -2.8553 -1.7013 -1.9262
*
```

Short version: (A) is the most stable of them.

(A)
A cluster of 3 separate species, C4H12O3 in total, computed with ωB97M-V/def2-TZVPD.

For the orbital gap, the calculation gives 9.19 eV. The HOMO energy is -8.7 eV.

Geometry as ORCA input:
```
! wB97M-V def2-TZVPD RIJCOSX def2/J DEFGRID3
* xyz 0 1
C 0.0050 3.0730 -1.0880
C -0.4613 1.6736 -0.9920
C -0.3260 0.8360 0.0508
C -1.0692 -0.4466 0.1657
O 0.5266 1.0724 1.0958
H 0.4481 3.7048 -0.3254
H -0.8838 3.6291 -1.4385
H 0.6293 3.2442 -1.9819
H -1.2086 1.3460 -1.7005
H -1.7240 -0.4442 1.0360
H -0.3528 -1.2655 0.2410
H -1.7242 -0.5591 -0.6915
H 0.9002 1.9294 0.9342
O -0.3244 -4.3088 1.5551
H 0.4749 -3.7749 1.4792
H -0.9954 -3.6749 1.3633
O 1.7331 -2.3188 0.1427
H 1.6557 -1.3944 -0.0673
H 2.6967 -2.3210 0.2210
*
```

(B)
A cluster of 3 separate species, C4H12O3 in total, computed with ωB97M-V/def2-TZVPD.

For the orbital gap, the calculation gives 10.40 eV. The HOMO energy is -9.8 eV.

Geometry as ORCA input:
```
! wB97M-V def2-TZVPD RIJCOSX def2/J DEFGRID3
* xyz 0 1
C -1.8516 0.1730 1.6322
C -0.7287 0.2586 0.6389
C 0.5712 0.4261 0.7962
C 1.4557 0.0903 -0.3935
O 2.3247 -0.9813 -0.0206
H -1.8397 -0.7731 2.1917
H -1.7714 0.9285 2.4294
H -2.8740 0.1428 1.2250
H -1.0040 -0.2935 -0.2691
H 1.1937 0.7722 1.6181
H 2.0312 0.9525 -0.8087
H 1.0260 -0.2351 -1.3523
H 3.2016 -0.6319 0.1586
O -0.5991 2.2660 -1.4566
H 0.0046 2.3350 -0.7152
H -0.4563 1.4410 -1.9194
O -0.2293 -2.5425 -1.4730
H -0.7106 -2.6042 -0.6528
H 0.2561 -1.7243 -1.6289
*
```

(C)
A cluster of 3 separate species, C4H12O3 in total, computed with ωB97M-V/def2-TZVPD.

For the orbital gap, the calculation gives 10.01 eV. The HOMO energy is -9.6 eV.

Geometry as ORCA input:
```
! wB97M-V def2-TZVPD RIJCOSX def2/J DEFGRID3
* xyz 0 1
C -1.9533 0.2744 -1.3862
O -1.7665 -0.9121 -1.5357
H -2.3957 0.6671 -0.4585
H -1.7764 1.0024 -2.1907
C 1.5016 -0.2678 -1.0285
C 0.8284 0.8101 -0.1892
C 1.3196 0.7924 1.2568
H 2.5827 -0.1411 -1.0263
H 1.1694 -0.2261 -2.0622
H 1.2670 -1.2481 -0.6229
H 1.0229 1.7929 -0.6270
H -0.2601 0.5858 -0.1349
H 1.0227 -0.1521 1.7221
H 2.3925 0.9163 1.2997
H 0.8628 1.6033 1.8240
O -0.9563 -1.7230 0.9210
O -1.8781 -0.9378 1.6776
H -1.3126 -1.6299 -0.0237
H -1.6707 -1.2065 2.5845
*
```

(D)
A cluster of 2 separate species, C4H12O3 in total, computed with ωB97M-V/def2-TZVPD.

For the orbital gap, the calculation gives 10.56 eV. The HOMO energy is -10.0 eV.

Geometry as ORCA input:
```
! wB97M-V def2-TZVPD RIJCOSX def2/J DEFGRID3
* xyz 0 1
O -3.3700 1.0540 0.1514
C -2.4196 0.0296 -0.1324
C -1.2650 0.6427 -0.9524
C -0.0959 -0.2431 -1.3258
C 1.0850 -0.2246 -0.3621
O 0.6086 -0.4189 0.9409
H -3.9150 1.1589 -0.6238
H -2.8748 -0.8215 -0.6358
H -2.0293 -0.2966 0.8265
H -0.9718 1.5342 -0.3946
H -1.7162 0.9834 -1.8925
H -0.4598 -1.2953 -1.2571
H 0.1562 -0.3479 -2.3825
H 1.8702 -0.9467 -0.5960
H 1.5179 0.7833 -0.5224
H 1.2316 -0.0976 1.5830
O 4.0187 -0.7961 2.3450
H 3.7102 0.0665 2.6087
H 4.9192 -0.7643 2.6217
*
```

Short version: (A) is the most stable of them.

(A)
A cluster of 3 separate species, C4H12O3 in total, computed with ωB97M-V/def2-TZVPD.

For the orbital gap, the calculation gives 10.40 eV. The HOMO energy is -9.8 eV.

Geometry as ORCA input:
```
! wB97M-V def2-TZVPD RIJCOSX def2/J DEFGRID3
* xyz 0 1
C 0.7173 0.8276 0.3778
C 1.0035 -0.3399 -0.5926
C 0.9634 -1.6728 0.1464
C 0.8154 -2.8578 -0.7915
O 1.4034 -2.9417 -1.8326
H 0.5166 1.7218 -0.2062
H -0.1958 0.5656 0.9050
H 1.5210 0.9611 1.0948
H 0.1811 -0.3122 -1.3153
H 1.9475 -0.1649 -1.1014
H 1.8824 -1.8392 0.7128
H 0.1221 -1.6971 0.8364
H 0.0664 -3.6054 -0.4606
O -3.3180 2.5062 -4.4611
H -4.1290 2.0988 -4.1238
H -3.3631 3.4123 -4.1385
O 0.2208 1.1595 5.2523
H -0.5948 0.6498 5.3314
H 0.2397 1.5283 4.3667
*
```

(B)
A cluster of 4 separate species, C4H12O3 in total, computed with ωB97M-V/def2-TZVPD.

For the orbital gap, the calculation gives 8.83 eV. The HOMO energy is -8.6 eV.

Geometry as ORCA input:
```
! wB97M-V def2-TZVPD RIJCOSX def2/J DEFGRID3
* xyz 0 1
C 3.2740 -0.7274 1.2346
C 3.3735 -1.7797 2.0642
C 3.3700 -3.2034 1.5965
C 3.9673 -4.1840 2.2725
H 2.3993 -0.5865 0.6078
H 3.9559 0.1219 1.2503
H 4.0690 -1.8289 2.9193
H 2.8914 -3.4578 0.6440
H 3.7913 -5.2024 1.9616
H 4.3953 -3.9315 3.2294
O -4.0218 4.1428 0.1427
H -4.1806 3.5411 -0.5868
H -4.3805 3.6697 0.8933
O -4.6232 0.3200 -2.1869
H -4.1300 -0.0311 -2.9258
H -5.4015 0.7065 -2.6517
O -2.7346 4.4432 -3.7317
H -2.9860 3.5265 -3.9149
H -3.0286 4.4609 -2.8185
*
```

Short version: (A) is the most stable of them.